ORCA calculation (the ωB97M-V functional and the def2-TZVPD basis) on a molecular structure, C35H47ClFeNP2 at a distorted geometry.

Geometry as ORCA input:
```
! RIJCOSX wB97M-V def2-TZVPD def2/J DEFGRID3
* xyz 0 6
C -0.84 1.76 2.15
C -1.94 1.45 1.29
C -2.39 0.13 1.60
H -2.38 2.13 0.57
C -1.64 -0.35 2.72
C -0.69 0.67 3.08
H -0.06 0.67 3.96
H -0.28 2.69 2.18
H -3.21 -0.40 1.12
H -1.79 -1.27 3.27
Fe -0.05 -0.04 1.13
Cl -0.64 -1.30 -0.55
P -3.00 -0.30 -2.12
C -4.52 -1.28 -1.82
C -5.81 -0.87 -2.20
H -5.97 0.11 -2.66
C -6.90 -1.72 -2.00
H -7.90 -1.40 -2.32
C -6.72 -2.97 -1.40
H -7.58 -3.63 -1.25
C -5.44 -3.37 -0.99
H -5.30 -4.34 -0.52
C -4.35 -2.52 -1.17
H -3.36 -2.81 -0.83
C -3.71 1.31 -2.66
C -4.12 2.19 -1.64
H -4.00 1.89 -0.60
C -4.68 3.42 -1.96
H -4.98 4.10 -1.16
C -4.87 3.77 -3.31
H -5.33 4.73 -3.55
C -4.48 2.90 -4.32
H -4.63 3.17 -5.37
C -3.88 1.68 -4.01
H -3.56 1.01 -4.81
C -2.42 -1.01 -3.71
C -3.18 -1.88 -4.51
H -4.16 -2.21 -4.19
C -2.67 -2.31 -5.74
H -3.27 -2.97 -6.37
C -1.40 -1.90 -6.16
H -1.00 -2.24 -7.12
C -0.62 -1.06 -5.34
H 0.37 -0.74 -5.66
C -1.12 -0.64 -4.11
H -0.51 -0.02 -3.45
C 4.92 2.20 2.55
C 3.42 1.90 2.40
C 2.70 2.23 3.71
C 2.81 2.81 1.32
P 3.12 0.12 1.96
N 1.58 0.06 1.53
C 4.15 -0.43 0.50
C 5.58 -0.77 0.94
C 3.48 -1.63 -0.19
C 4.20 0.69 -0.56
C 3.29 -1.07 3.39
C 4.61 -0.82 4.15
C 2.10 -0.91 4.34
C 3.23 -2.51 2.86
H 5.02 3.24 2.89
H 5.47 2.11 1.61
H 5.40 1.57 3.31
H 2.86 3.30 3.92
H 1.62 2.06 3.63
H 3.10 1.69 4.57
H 3.37 2.80 0.38
H 1.77 2.53 1.11
H 2.83 3.84 1.70
H 5.63 -1.67 1.57
H 6.17 -0.97 0.03
H 6.07 0.06 1.45
H 2.44 -1.41 -0.45
H 4.06 -1.85 -1.10
H 3.49 -2.54 0.43
H 3.19 1.01 -0.85
H 4.80 1.55 -0.25
H 4.69 0.26 -1.46
H 4.60 0.14 4.69
H 4.71 -1.62 4.91
H 5.49 -0.87 3.51
H 1.17 -1.16 3.82
H 2.24 -1.60 5.19
H 2.00 0.09 4.75
H 2.33 -2.65 2.24
H 4.12 -2.81 2.29
H 3.14 -3.19 3.72
*
```

The LUMO energy (spin up / spin down) is 0.53 / 0.05 eV. As for the orbital gap (spin up / spin down): 7.5 / 7.1 eV.

---

ORCA calculation (the ωB97M-V functional and the def2-TZVPD basis) on a molecular structure, C35H47F3N8O6SSc at a distorted geometry.

Geometry as ORCA input:
```
! RIJCOSX wB97M-V def2-TZVPD def2/J DEFGRID3
* xyz 1 1
Sc -1.38 -1.81 -0.03
O -4.07 -2.88 -2.98
C -3.52 -2.28 -2.11
O -2.37 -2.63 -1.57
C -4.10 -1.06 -1.35
C -5.30 -0.47 -1.77
C -5.91 0.46 -0.96
C -5.28 0.87 0.20
C -4.08 0.26 0.53
N -3.51 -0.71 -0.22
H -5.77 -0.78 -2.70
H -6.84 0.93 -1.33
H -5.69 1.65 0.84
H -3.57 0.52 1.45
C -3.15 -4.41 0.76
N -2.31 -3.41 1.46
C -3.15 -2.82 2.53
C -1.11 -4.01 2.10
C -0.19 -4.50 1.00
N 0.33 -3.42 0.15
C 1.44 -2.69 0.77
C 0.83 -3.97 -1.12
H -3.40 -5.19 1.49
H -2.57 -4.85 -0.04
H -4.04 -3.95 0.36
H -3.45 -3.63 3.21
H -4.04 -2.36 2.10
H -2.67 -2.01 3.05
H -1.44 -4.77 2.81
H -0.69 -3.20 2.72
H -0.67 -5.23 0.39
H 0.64 -4.96 1.51
H 2.31 -3.38 0.87
H 1.21 -2.30 1.76
H 1.69 -1.79 0.17
H 1.72 -4.51 -0.95
H 0.99 -3.21 -1.83
H 0.09 -4.61 -1.58
O -2.12 0.32 3.07
C -1.17 0.40 2.33
O -1.01 -0.50 1.40
C -0.22 1.55 2.42
C -0.17 2.34 3.57
C 0.64 3.46 3.68
C 1.32 3.92 2.52
C 1.22 3.11 1.36
C 0.47 1.95 1.27
N 1.80 3.64 0.10
O 1.25 3.38 -0.96
O 2.79 4.33 0.22
H -0.79 2.03 4.39
H 0.70 4.08 4.57
H 1.93 4.78 2.60
H 0.42 1.33 0.38
F 6.64 2.20 -3.74
C 5.44 2.34 -4.34
F 5.18 3.69 -4.33
F 5.61 2.05 -5.66
C 4.35 1.55 -3.66
C 3.39 0.97 -4.47
C 2.36 0.25 -3.85
C 2.19 0.24 -2.43
C 3.24 0.85 -1.69
C 4.32 1.50 -2.27
C 1.04 -0.30 -1.84
C 0.03 -0.75 -1.36
H 3.58 0.95 -5.54
H 1.72 -0.35 -4.50
H 3.14 0.76 -0.58
H 5.16 1.85 -1.69
C 5.12 -1.45 3.91
N 3.70 -1.55 4.28
C 2.71 -0.67 3.96
S 1.13 -1.07 4.30
N 3.06 0.56 3.52
C 4.24 1.33 3.93
H 5.53 -2.44 3.85
H 5.75 -0.91 4.65
H 5.24 -1.04 2.89
H 3.41 -2.41 4.72
H 2.26 1.06 3.13
H 5.06 1.24 3.19
H 4.51 0.98 4.91
H 3.92 2.38 3.96
N -1.14 2.34 -2.06
C -1.05 2.14 -3.55
C -2.40 1.78 -4.12
N -3.47 2.68 -3.70
C -3.49 2.92 -2.26
C -2.17 3.32 -1.60
H -0.25 2.59 -1.66
H -1.36 1.37 -1.75
H -0.32 1.39 -3.76
H -0.68 3.10 -3.93
H -2.66 0.77 -3.82
H -2.34 1.86 -5.20
H -3.49 3.54 -4.23
H -3.81 2.01 -1.72
H -4.27 3.71 -2.07
H -2.33 3.31 -0.50
H -1.88 4.33 -1.91
*
```

The LUMO energy is -3.17 eV. As for the orbital gap: 7.1 eV. The value obtained for the energy above the lowest of the compared OMol25 structures with the same formula, charge and spin is 0.0 kcal per mole.